C24H45N3O8 | ωB97M-V with the def2-TZVPD basis set

```
! RIJCOSX wB97M-V def2-TZVPD def2/J DEFGRID3
* xyz 0 1
C 5.84 -3.08 -2.14
C 7.41 -3.33 -2.40
O 8.09 -2.29 -3.14
C 7.92 -0.98 -2.53
C 7.03 -0.11 -3.59
O 6.82 1.26 -3.16
C 5.45 1.69 -3.44
C 4.55 1.27 -2.16
C 4.69 2.12 -0.85
C 3.82 1.70 0.39
C 2.82 0.50 0.28
C 2.66 -0.37 -1.04
N 1.69 -1.43 -0.99
C 1.69 -2.08 -2.26
O 0.74 -3.19 -2.41
C -0.22 -2.76 -3.39
N -0.96 -2.16 -4.15
C 2.57 -1.74 -3.51
N 3.50 -0.66 -3.51
C 3.54 0.05 -2.25
H 5.39 -4.04 -1.68
H 5.33 -2.88 -3.14
H 5.68 -2.23 -1.38
H 7.48 -4.29 -3.06
H 7.94 -3.61 -1.41
H 8.95 -0.48 -2.50
H 7.49 -0.99 -1.48
H 7.60 -0.20 -4.60
H 6.06 -0.70 -3.73
H 5.08 1.25 -4.42
H 5.46 2.83 -3.53
H 5.43 3.00 -0.86
H 3.94 2.29 1.38
H 2.17 0.23 1.19
H 2.48 -2.37 -4.47
C -0.46 -7.17 -3.41
C 0.71 -6.89 -2.49
O 1.53 -5.87 -3.05
H -0.11 -7.49 -4.39
H -1.11 -7.95 -2.99
H -1.06 -6.27 -3.56
H 1.32 -7.79 -2.36
H 0.36 -6.56 -1.50
H 0.99 -5.08 -3.15
C 0.93 0.68 5.59
C 0.92 0.15 4.17
O 2.06 -0.67 3.94
H 1.84 1.26 5.77
H 0.06 1.31 5.78
H 0.94 -0.14 6.31
H 0.93 0.97 3.46
H 0.02 -0.45 3.99
H 2.03 -1.40 4.57
C -4.26 0.10 3.31
C -2.79 -0.26 3.38
O -2.29 -0.04 4.70
H -4.41 1.15 3.59
H -4.65 -0.06 2.30
H -4.84 -0.50 4.02
H -2.21 0.36 2.69
H -2.63 -1.31 3.12
H -2.80 -0.60 5.30
C -6.69 4.28 3.30
C -7.03 2.82 3.07
O -6.45 2.01 4.09
H -5.61 4.43 3.31
H -7.13 4.91 2.52
H -7.07 4.61 4.28
H -6.64 2.49 2.11
H -8.12 2.67 3.07
H -6.81 2.31 4.93
C -9.38 7.29 -0.10
C -9.72 5.83 -0.33
O -9.14 5.03 0.69
H -8.30 7.44 -0.10
H -9.82 7.92 -0.88
H -9.76 7.63 0.87
H -9.33 5.49 -1.29
H -10.80 5.68 -0.33
H -9.50 5.33 1.54
*
```

HOMO level (eV): -8.742
E (eV): -46457.0979
Kohn-Sham gap (eV): 7.4
LUMO (eV): -1.330

C24H46AsBN6PtSi2 | ωB97M-V with the def2-TZVPD basis set

```
! RIJCOSX wB97M-V def2-TZVPD def2/J DEFGRID3
* xyz 2 5
Pt -0.71 -0.29 -0.15
C -0.61 4.29 -2.76
C -0.15 3.20 -1.79
C 0.22 1.94 -2.57
C -1.21 2.96 -0.75
C -2.04 3.91 -0.15
C -2.89 3.20 0.68
N -2.56 1.90 0.60
N -1.54 1.76 -0.26
B -3.44 0.71 1.06
N -2.73 -0.16 2.11
C -3.26 -0.62 3.25
C -2.47 -1.65 3.72
C -1.45 -1.79 2.78
N -1.62 -0.88 1.82
C -0.32 -2.78 2.82
C 0.93 -2.15 3.45
C -0.03 -3.38 1.44
N -3.69 -0.19 -0.18
C -4.86 -0.53 -0.74
C -4.61 -1.32 -1.84
C -3.21 -1.44 -1.91
N -2.68 -0.74 -0.90
C -2.42 -2.16 -2.95
C -0.91 -2.12 -2.69
C -2.73 -1.56 -4.33
H 0.14 4.45 -3.54
H -0.78 5.24 -2.26
H -1.54 3.99 -3.25
H 0.74 3.58 -1.27
H -0.64 1.59 -3.14
H 0.55 1.13 -1.91
H 1.03 2.15 -3.27
H -2.06 4.97 -0.33
H -3.70 3.54 1.30
H -4.47 1.12 1.50
H -4.16 -0.19 3.66
H -2.62 -2.24 4.60
H -0.64 -3.59 3.48
H 1.32 -1.35 2.81
H 1.71 -2.90 3.59
H 0.69 -1.73 4.43
H 0.13 -2.59 0.70
H -0.87 -3.99 1.10
H 0.86 -4.01 1.47
H -5.79 -0.18 -0.32
H -5.33 -1.77 -2.50
H -2.74 -3.20 -2.96
H -0.55 -1.09 -2.71
H -0.38 -2.68 -3.46
H -0.67 -2.59 -1.72
H -2.46 -0.50 -4.36
H -3.80 -1.63 -4.55
H -2.18 -2.08 -5.11
C 4.89 -0.35 -0.88
Si 3.57 -1.50 -0.22
C 4.06 -2.43 1.33
C 2.69 -2.52 -1.52
As 1.60 -0.13 0.48
Si 2.67 1.95 1.51
C 1.12 2.68 2.27
C 3.87 1.18 2.73
C 3.45 2.94 0.14
H 5.69 -0.96 -1.32
H 5.35 0.24 -0.08
H 4.52 0.31 -1.65
H 5.07 -2.82 1.23
H 3.39 -3.27 1.50
H 4.04 -1.79 2.22
H 3.35 -3.32 -1.87
H 2.41 -1.91 -2.38
H 1.79 -2.99 -1.12
H 0.70 2.03 3.03
H 0.36 2.88 1.52
H 1.38 3.64 2.74
H 3.37 0.52 3.43
H 4.35 1.98 3.30
H 4.66 0.62 2.23
H 2.72 3.24 -0.62
H 4.25 2.40 -0.37
H 3.88 3.85 0.57
*
```

HOMO level (alpha / beta) (eV): -14.063 / -14.056
Expectation value of S²: 6.012
E (eV): -115079.2670
Kohn-Sham gap (alpha / beta) (eV): 9.0 / 4.0
LUMO (alpha / beta) (eV): -5.110 / -10.093

C24H46BF3NO20 | ωB97M-V with the def2-TZVPD basis set

```
! RIJCOSX wB97M-V def2-TZVPD def2/J DEFGRID3
* xyz -1 1
C -0.80 -2.13 2.66
C 0.28 -2.02 1.39
C 1.88 -1.85 1.86
N -0.08 -2.07 0.07
B -0.93 -0.84 -0.29
O -0.23 0.22 0.51
O -0.92 -0.39 -1.70
C -2.15 0.41 -1.89
O -2.10 1.80 -2.31
C -0.94 2.56 -1.88
C -1.16 3.42 -0.46
C 0.23 4.26 -0.05
O -2.17 4.45 -0.77
C -3.26 -0.07 -0.74
C -3.91 1.02 0.27
F -4.26 2.33 -0.32
F -5.21 0.43 0.75
F -3.07 1.13 1.53
O -2.39 -0.97 0.05
H -1.90 -2.33 2.27
H -0.78 -1.08 3.21
H -0.49 -3.02 3.36
H 1.86 -1.25 2.88
H 2.40 -2.91 2.02
H 2.42 -1.21 1.05
H 0.57 0.45 -0.09
H -2.61 -0.12 -2.85
H 0.07 1.99 -1.79
H -0.76 3.41 -2.70
H -1.40 2.75 0.46
H 0.63 3.79 0.97
H 1.07 4.18 -0.87
H 0.01 5.40 0.18
H -2.63 4.74 0.07
H -4.13 -0.62 -1.36
C -0.19 1.61 -9.26
O -0.91 2.27 -8.23
C -1.20 1.49 -7.16
O -0.90 0.31 -7.03
O -1.88 2.24 -6.26
C -2.26 1.53 -5.07
H -0.01 2.33 -10.06
H 0.78 1.26 -8.89
H -0.77 0.78 -9.67
H -1.37 1.18 -4.54
H -2.92 0.70 -5.31
H -2.80 2.23 -4.42
C 3.80 -5.03 5.59
O 4.47 -4.15 4.69
C 5.80 -4.38 4.58
O 6.43 -5.25 5.16
O 6.31 -3.48 3.70
C 7.72 -3.61 3.48
H 2.74 -4.75 5.61
H 3.88 -6.06 5.25
H 4.20 -4.92 6.61
H 7.95 -4.59 3.05
H 8.27 -3.44 4.41
H 8.02 -2.84 2.76
C 3.65 -8.30 1.95
O 3.29 -7.26 1.04
C 2.00 -6.83 1.16
O 1.18 -7.26 1.95
O 1.80 -5.85 0.25
C 0.48 -5.30 0.26
H 4.69 -8.56 1.77
H 3.55 -7.96 2.99
H 3.03 -9.19 1.78
H 0.26 -4.84 1.22
H -0.26 -6.07 0.01
H 0.44 -4.53 -0.51
C 4.61 7.64 -2.59
O 3.95 6.38 -2.50
C 3.81 5.73 -3.68
O 4.19 6.13 -4.77
O 3.17 4.55 -3.44
C 2.95 3.76 -4.61
H 4.66 8.07 -1.59
H 5.63 7.51 -2.97
H 4.04 8.32 -3.23
H 3.90 3.48 -5.07
H 2.32 4.29 -5.32
H 2.43 2.85 -4.30
C -6.32 1.95 2.54
O -7.05 2.61 3.57
C -7.34 1.82 4.64
O -7.04 0.65 4.77
O -8.02 2.57 5.54
C -8.39 1.87 6.73
H -6.15 2.67 1.73
H -5.35 1.60 2.91
H -6.91 1.12 2.13
H -7.51 1.52 7.26
H -9.06 1.04 6.49
H -8.93 2.57 7.37
*
```

HOMO level (eV): -4.421
E (eV): -76900.6840
Kohn-Sham gap (eV): 6.6
LUMO (eV): 2.181

C24H46BrClIrN7O2PS | ωB97M-V with the def2-TZVPD basis set

```
! RIJCOSX wB97M-V def2-TZVPD def2/J DEFGRID3
* xyz 2 2
Ir 0.16 1.30 -0.78
C 5.35 -4.78 -1.05
C 3.83 -4.97 -1.16
C 3.41 -6.11 -0.20
C 3.50 -5.38 -2.59
C 3.10 -3.72 -0.73
C 2.03 -3.18 -1.46
C 1.45 -2.02 -1.03
Br -0.01 -1.28 -2.01
C 1.83 -1.30 0.13
O 1.26 -0.18 0.42
C 2.86 -1.91 0.94
C 3.45 -3.06 0.46
C 3.31 -1.38 2.30
C 2.66 -0.06 2.75
C 2.95 -2.45 3.34
C 4.83 -1.15 2.30
H 5.85 -5.67 -1.41
H 5.68 -4.62 -0.02
H 5.68 -3.93 -1.65
H 3.89 -7.03 -0.52
H 2.33 -6.26 -0.23
H 3.71 -5.90 0.83
H 4.10 -6.25 -2.87
H 3.72 -4.58 -3.30
H 2.45 -5.67 -2.70
H 1.66 -3.67 -2.35
H 4.25 -3.49 1.04
H 1.58 -0.18 2.87
H 2.86 0.75 2.06
H 3.07 0.21 3.73
H 1.88 -2.65 3.34
H 3.25 -2.12 4.34
H 3.46 -3.39 3.14
H 5.12 -0.42 1.54
H 5.38 -2.07 2.10
H 5.15 -0.78 3.27
C -1.07 1.36 4.62
C -0.58 2.41 3.70
N -0.17 3.58 4.02
N 0.23 4.17 2.86
C 0.08 3.37 1.80
S 0.45 3.66 0.19
N -0.45 2.24 2.32
N -0.79 1.15 1.55
H -1.49 1.83 5.50
H -0.24 0.72 4.93
H -1.83 0.74 4.15
H 0.61 5.10 2.87
H -1.79 0.95 1.59
H -0.26 0.32 1.84
C -5.76 0.94 -1.31
N -4.33 0.93 -1.08
C -3.73 -0.40 -1.05
P -3.40 2.25 -1.48
O -1.95 1.91 -1.39
N -3.79 2.85 -2.98
C -3.06 2.41 -4.15
C -4.99 3.62 -3.26
N -3.93 3.44 -0.45
C -4.20 3.14 0.95
C -3.39 4.79 -0.66
H -6.26 0.34 -0.55
H -6.02 0.52 -2.29
H -6.14 1.96 -1.26
H -4.14 -0.96 -0.21
H -2.65 -0.32 -0.95
H -3.96 -0.96 -1.96
H -2.16 1.88 -3.85
H -2.78 3.27 -4.76
H -3.68 1.76 -4.78
H -5.48 3.93 -2.33
H -5.70 3.05 -3.86
H -4.73 4.52 -3.82
H -4.46 2.09 1.06
H -5.03 3.75 1.30
H -3.33 3.37 1.58
H -3.12 4.93 -1.71
H -2.50 4.97 -0.05
H -4.15 5.53 -0.39
Cl 2.51 1.64 -2.00
C 0.95 2.04 -2.70
H 0.78 1.46 -3.59
H 0.86 3.12 -2.81
*
```

HOMO level (alpha / beta) (eV): -12.938 / -12.870
Expectation value of S²: 0.765
E (eV): -145673.0380
Kohn-Sham gap (alpha / beta) (eV): 4.7 / 4.8
LUMO (alpha / beta) (eV): -8.191 / -8.116

C24H46Cl3N2O4SiTi | ωB97M-V with the def2-TZVPD basis set

```
! RIJCOSX wB97M-V def2-TZVPD def2/J DEFGRID3
* xyz -1 3
C -2.72 -3.27 -5.56
C -1.76 -3.00 -4.40
H -3.37 -4.08 -5.45
H -2.14 -3.39 -6.45
H -3.37 -2.39 -5.68
C -0.71 -3.88 -4.18
C 0.05 -4.71 -5.12
H -0.33 -4.10 -3.22
H 0.81 -4.13 -5.66
H -0.50 -5.26 -5.88
H 0.64 -5.49 -4.60
Ti 1.81 2.34 0.08
Cl -0.28 1.55 0.03
Cl 1.81 4.66 -0.36
H 2.40 6.48 3.47
H 0.07 6.81 3.60
C 2.40 5.42 3.20
C 0.03 6.13 2.71
N 1.02 5.05 2.88
H 2.72 4.83 4.04
C 0.76 3.79 2.52
O 1.66 3.01 2.09
H -0.95 5.65 2.63
H -0.28 3.51 2.44
H 3.07 5.20 2.37
H 0.26 6.67 1.76
H 3.06 -0.53 -3.15
H 2.62 -2.87 -1.82
C 3.91 -0.61 -2.48
C 3.28 -2.52 -1.02
N 3.48 -1.05 -1.10
H 4.42 0.35 -2.34
C 2.54 -0.32 -0.34
O 2.77 0.62 0.51
H 2.92 -2.76 -0.02
H 1.52 -0.58 -0.41
H 4.61 -1.38 -2.84
H 4.25 -2.99 -1.20
O -1.15 -0.41 -3.42
C -2.05 -2.02 -3.35
C -0.24 -2.45 -1.68
C -1.61 -2.35 -2.00
H 0.44 -2.14 -2.46
C 0.13 -3.21 -0.57
H -3.07 -1.67 -3.49
C -2.59 -2.67 -1.01
H 1.16 -3.55 -0.52
C -0.80 -3.59 0.37
C -2.15 -3.29 0.18
H -3.66 -2.59 -1.23
H -0.45 -4.07 1.29
H -2.87 -3.59 0.94
Si -1.39 1.12 -4.00
Cl 2.92 2.15 -1.69
C 0.09 2.16 -4.82
C -1.50 2.79 -2.97
C -2.89 0.47 -4.92
H 1.04 1.63 -4.93
H 0.43 3.08 -4.32
H -0.21 2.49 -5.80
H -2.46 -0.29 -5.62
H -3.55 1.20 -5.48
H -3.54 -0.11 -4.23
H -2.43 2.97 -2.43
H -1.38 3.65 -3.65
H -0.66 2.84 -2.27
C -2.20 -1.30 3.21
C -1.18 -0.48 2.47
O 0.07 -1.13 2.20
C 0.96 -1.36 3.33
C 2.09 -0.37 3.41
H -2.53 -2.14 2.59
H -3.06 -0.66 3.41
H -1.81 -1.66 4.16
H -1.54 -0.25 1.46
H -0.99 0.47 2.97
H 0.37 -1.34 4.27
H 1.35 -2.37 3.16
H 1.72 0.61 3.71
H 2.81 -0.70 4.17
H 2.61 -0.25 2.46
*
```

HOMO level (alpha / beta) (eV): -1.238 / -4.229
Expectation value of S²: 2.028
E (eV): -105365.1433
Kohn-Sham gap (alpha / beta) (eV): 3.3 / 6.3
LUMO (alpha / beta) (eV): 2.041 / 2.038

C24H46IN2O5 | ωB97M-V with the def2-TZVPD basis set

```
! RIJCOSX wB97M-V def2-TZVPD def2/J DEFGRID3
* xyz 1 1
C 5.70 3.51 3.50
C 6.35 3.79 2.28
C 6.07 2.95 1.12
O 6.44 3.28 0.05
O 5.33 1.85 1.38
C 5.52 0.79 0.42
C 5.33 -0.55 1.17
C 4.43 -1.55 0.39
C 3.20 -2.06 1.21
C 1.93 -1.77 0.39
C 0.61 -2.24 1.05
C -0.32 -1.09 1.53
I 0.82 -0.05 3.10
C -1.57 -1.76 2.17
C -2.90 -0.97 2.15
N -2.86 0.34 1.43
C -2.29 1.38 2.34
C -2.12 0.11 0.16
C -2.40 1.11 -0.99
C -3.13 2.43 -0.65
C -2.09 3.53 -0.25
O -2.56 4.40 0.80
C -1.49 4.84 1.57
C -1.47 4.53 3.07
O -0.62 5.45 1.10
C -0.59 -0.07 0.38
H 4.78 4.04 3.78
H 6.08 2.74 4.18
H 7.01 4.65 2.22
H 6.49 0.84 -0.07
H 4.77 0.92 -0.36
H 6.33 -1.00 1.22
H 4.97 -0.33 2.18
H 5.03 -2.38 0.01
H 4.06 -1.02 -0.49
H 3.34 -3.14 1.32
H 3.19 -1.57 2.18
H 1.94 -0.71 0.13
H 2.04 -2.33 -0.54
H 0.01 -2.91 0.41
H 0.88 -2.80 1.96
H -1.71 -2.75 1.73
H -1.33 -1.95 3.21
H -3.30 -0.86 3.16
H -3.65 -1.58 1.64
H -3.83 0.57 1.20
H -2.04 0.95 3.30
H -1.49 1.96 1.90
H -3.10 2.09 2.54
H -2.45 -0.87 -0.21
H -1.46 1.39 -1.48
H -2.98 0.60 -1.77
H -3.58 2.80 -1.57
H -3.95 2.35 0.08
H -1.16 3.02 0.04
H -1.84 4.12 -1.13
H -2.42 4.05 3.33
H -0.70 3.78 3.26
H -1.30 5.43 3.66
H -0.23 -0.54 -0.55
H -0.07 0.89 0.47
C -2.55 -3.03 -5.86
C -3.54 -3.39 -4.75
C -3.33 -2.57 -3.46
O -2.22 -2.98 -2.67
C -0.97 -2.47 -3.10
N -3.47 -4.83 -4.50
H -1.56 -3.46 -5.69
H -2.91 -3.43 -6.81
H -2.44 -1.95 -5.97
H -4.54 -3.15 -5.12
H -4.21 -2.71 -2.83
H -3.27 -1.49 -3.68
H -1.05 -1.46 -3.51
H -0.51 -3.14 -3.83
H -0.31 -2.44 -2.23
H -4.20 -5.08 -3.83
H -2.61 -5.02 -4.00
*
```

HOMO level (eV): -9.673
E (eV): -46940.8232
Kohn-Sham gap (eV): 6.8
LUMO (eV): -2.875